# 1
14 unconnected molecules or ions with the total composition C51H81F3O11, computed with ωB97M-V/def2-TZVPD.

Geometry (Å):
F  -3.1380  -1.4618  -6.3047
C  -2.5919  -1.1931  -7.5530
C  -1.1647  -1.1171  -7.6482
C  -0.6015  -0.9807  -8.9007
C  -1.4287  -0.9896  -10.0352
C  -2.8051  -1.0141  -9.9136
C  -3.3764  -1.0171  -8.6700
H  -0.5970  -1.1873  -6.7321
H  0.4651  -0.9122  -9.0559
H  -1.0229  -0.8016  -11.0183
H  -3.3865  -0.9858  -10.8233
H  -4.4500  -0.9961  -8.5546
F  10.6734  7.2428  -2.0987
C  9.7244  6.2711  -2.1133
C  9.7736  5.2874  -1.1570
C  8.7570  4.3202  -1.0820
C  7.7877  4.2723  -2.0692
C  7.7132  5.2777  -3.0040
C  8.6828  6.3212  -3.0397
H  10.5159  5.2240  -0.3751
H  8.8282  3.5961  -0.2839
H  7.0646  3.4710  -2.0306
H  6.9157  5.2751  -3.7322
H  8.7077  7.0377  -3.8474
F  2.9233  0.2167  1.5143
C  1.6960  -0.1635  1.1049
C  0.9237  -1.1120  1.7516
C  -0.3282  -1.4985  1.3095
C  -0.8665  -0.9255  0.1823
C  -0.1155  0.0409  -0.5400
C  1.1535  0.4228  -0.0660
H  1.3925  -1.6378  2.5702
H  -0.8036  -2.3301  1.8085
H  -1.8645  -1.2507  -0.0721
H  -0.5196  0.4292  -1.4632
H  1.7631  1.1509  -0.5805
C  5.4023  3.5967  6.7468
C  4.9015  4.5129  5.6136
O  3.7898  5.0312  5.6953
C  5.8146  4.6835  4.3616
H  6.2099  4.1459  7.2308
H  5.5128  2.5649  6.4133
H  4.5904  3.5563  7.4729
H  5.2105  4.9589  3.4972
H  6.4195  3.7881  4.2182
H  6.5769  5.4374  4.5583
C  0.3510  -5.3878  8.6291
C  -0.5303  -5.0121  7.4039
O  -0.0182  -5.2698  6.3372
C  -1.8572  -4.2892  7.5141
H  1.0157  -4.5474  8.8294
H  0.9602  -6.2840  8.5110
H  -0.3208  -5.4834  9.4821
H  -1.8198  -3.5405  6.7228
H  -1.9844  -3.8320  8.4953
H  -2.6604  -4.9781  7.2524
C  -6.8108  2.3642  -2.4243
C  -7.4832  2.0550  -1.1226
O  -6.9582  1.3026  -0.2768
C  -8.7519  2.8450  -0.8352
H  -6.7111  3.4443  -2.5314
H  -7.3924  1.9628  -3.2542
H  -5.8807  1.7961  -2.4400
H  -9.1734  2.4578  0.0925
H  -9.4540  2.6172  -1.6373
H  -8.4975  3.8913  -0.6661
C  1.6644  -6.4130  -0.2333
C  1.0108  -6.6605  -1.5142
O  1.4706  -7.3969  -2.3772
C  -0.1839  -5.8107  -1.8178
H  2.5579  -7.0304  -0.1411
H  1.1135  -6.6278  0.6823
H  2.0345  -5.3879  -0.2128
H  -0.8262  -5.7360  -0.9404
H  -0.7853  -6.2302  -2.6244
H  0.0582  -4.7674  -2.0202
C  -7.8123  -4.1099  -2.8731
C  -9.2703  -4.4860  -3.0901
O  -9.6603  -4.7548  -4.1806
C  -10.1090  -4.5218  -1.8761
H  -7.2357  -4.7631  -2.2181
H  -7.7699  -3.0668  -2.5598
H  -7.3671  -4.0891  -3.8678
H  -9.8569  -3.7240  -1.1774
H  -9.8590  -5.4455  -1.3542
H  -11.1686  -4.6152  -2.1140
C  -3.1908  9.0726  -1.5097
C  -3.1755  7.6682  -1.0026
O  -4.1701  7.2943  -0.4405
C  -1.8907  6.8438  -1.3260
H  -2.6217  9.1272  -2.4378
H  -2.8086  9.7394  -0.7367
H  -4.1701  9.5153  -1.6916
H  -2.1824  5.8617  -0.9539
H  -0.9279  7.0709  -0.8681
H  -1.6489  6.8722  -2.3885
C  0.5223  5.2304  -8.1491
C  -0.8268  5.5458  -7.5217
O  -1.3233  6.6895  -7.4797
C  -1.6154  4.3114  -7.1549
H  0.8215  6.0667  -8.7809
H  0.4348  4.3983  -8.8477
H  1.3614  5.1103  -7.4638
H  -1.0668  3.6228  -6.5122
H  -2.0759  3.8269  -8.0158
H  -2.5255  4.5404  -6.6004
C  4.7666  -0.9354  -5.3267
C  4.7374  0.4759  -5.9283
O  3.8533  1.2978  -5.5975
C  5.8319  0.7915  -6.9591
H  4.7615  -1.6595  -6.1414
H  3.7972  -1.1850  -4.8953
H  5.4320  -1.1322  -4.4861
H  5.3245  1.2818  -7.7899
H  6.2165  -0.1596  -7.3274
H  6.5909  1.5200  -6.6738
C  -0.4985  1.9272  8.0191
C  -0.1423  1.8057  9.5089
O  0.4094  0.7926  9.9281
C  -0.5701  2.8856  10.5029
H  0.2077  1.3922  7.3842
H  -0.8321  2.9305  7.7541
H  -1.4194  1.3469  7.9614
H  -0.5140  3.9069  10.1263
H  0.1116  2.7790  11.3467
H  -1.5774  2.6739  10.8614
C  8.2633  -5.3239  7.6189
C  7.9363  -4.5191  6.4068
O  8.6546  -4.6009  5.3691
C  6.7550  -3.5868  6.4614
H  7.4201  -5.9197  7.9682
H  8.4751  -4.6237  8.4269
H  9.1369  -5.9602  7.4776
H  6.6723  -3.0639  5.5086
H  6.9731  -2.8100  7.1944
H  5.8202  -4.1302  6.5986
C  -6.1625  -5.1028  2.6672
C  -5.8390  -6.5757  2.7242
O  -4.7030  -6.9513  2.6534
C  -7.0159  -7.5578  2.9532
H  -5.2835  -4.5256  2.3802
H  -6.5392  -4.7178  3.6148
H  -6.8919  -4.9028  1.8822
H  -7.0914  -7.9135  3.9808
H  -6.9037  -8.3375  2.1999
H  -7.9399  -7.0534  2.6706

Values from the calculation:
Molar mass (g mol⁻¹): 927.192
Net charge: 0
E_HOMO (eV): -9.32
Energy above the lowest of the compared OMol25 structures with the same formula, charge and spin (kJ/mol): 463.0
Lowest unoccupied orbital energy (eV): 0.07
Total energy (hartree): -3118.95295

These are the Löwdin partial charges, in e, on atoms 1 to 2: F 0.02; C -0.23

***

# 2
A molecular structure, C51H84AlBrCl38N, computed with ωB97M-V/def2-TZVPD.

Geometry (Å):
C  6.5518  0.0373  4.4716
C  6.8613  0.6418  3.0258
C  8.2429  0.6558  2.4444
C  8.4439  1.2650  1.1037
C  7.3132  1.8181  0.3049
C  5.9080  1.7891  0.8182
C  4.6912  2.3248  -0.0690
Al  3.4551  0.7409  -0.4384
Br  2.1826  0.2738  1.6034
C  2.0499  1.0930  -1.8842
C  1.0869  2.3298  -1.5720
C  -0.3383  1.8287  -1.0491
C  -1.5034  2.9029  -1.3248
C  -2.5468  2.7717  -0.1196
C  -3.7790  3.7649  -0.2424
C  -4.9918  3.1913  -1.0866
C  -6.2033  2.6214  -0.1719
C  -6.6893  1.1803  -0.6848
C  -7.1985  0.2392  0.5001
C  -8.8102  0.2348  0.5675
C  -9.4221  -1.0221  -0.1911
N  -9.8292  -2.1340  0.6906
C  -10.1795  -2.1817  2.0542
C  -10.5539  -3.5577  2.4547
C  -10.3801  -4.4114  1.2038
C  -9.9147  -3.4434  0.1683
C  4.4605  -0.9701  -1.0440
C  3.3137  -2.1012  -1.1672
C  3.8731  -3.5664  -1.2957
C  3.9659  -4.2696  -2.6226
C  4.4699  -5.7029  -2.6743
C  4.8697  -6.4352  -1.4281
C  4.7965  -5.7265  -0.1174
C  4.2922  -4.3144  -0.0692
C  5.7169  1.2091  2.2100
H  7.5163  0.1305  5.0908
H  6.3228  -1.0649  4.4333
H  5.6994  0.5713  4.9758
H  9.0604  0.1969  3.0703
H  9.4843  1.2761  0.6847
H  7.5242  2.2439  -0.7113
H  5.0337  2.8607  -0.9987
H  4.0916  3.0525  0.5651
H  2.5075  1.1351  -2.9289
H  1.3824  0.1628  -1.9049
H  0.9014  2.8677  -2.5510
H  1.5949  3.0365  -0.8543
H  -0.3190  1.6948  0.0765
H  -0.6719  0.8749  -1.5632
H  -2.0886  2.6583  -2.2695
H  -1.0984  3.9554  -1.4356
H  -2.8685  1.7045  0.0581
H  -1.9697  3.0985  0.8094
H  -4.1175  4.0297  0.8010
H  -3.4144  4.7279  -0.7176
H  -5.4387  4.0588  -1.6638
H  -4.6766  2.4209  -1.8512
H  -5.9248  2.5395  0.9190
H  -7.0900  3.3139  -0.2716
H  -5.8656  0.6584  -1.2552
H  -7.5586  1.3193  -1.4087
H  -6.8851  -0.8457  0.3737
H  -6.8432  0.6497  1.4933
H  -9.2211  1.1789  0.0929
H  -9.0999  0.2489  1.6553
H  -10.3721  -0.6688  -0.7232
H  -8.6603  -1.3346  -0.9616
H  -10.1776  -1.2934  2.7373
H  -10.9028  -3.8616  3.4821
H  -10.5706  -5.5096  1.0870
H  -9.6770  -3.7830  -0.8833
H  5.2938  -1.2622  -0.3398
H  4.9360  -0.7788  -2.0637
H  2.6518  -1.8608  -2.0485
H  2.7590  -2.0553  -0.1723
H  3.6453  -3.6998  -3.5401
H  4.5188  -6.1955  -3.6838
H  5.2172  -7.4999  -1.4847
H  5.0830  -6.2404  0.8466
H  4.2365  -3.8129  0.9368
H  4.7061  1.1638  2.7096
C  -12.8956  1.6862  -0.8289
Cl  -12.1351  0.1994  -0.2507
Cl  -11.6944  2.7691  -1.5413
H  -13.6399  1.4350  -1.5810
H  -13.3730  2.1894  0.0092
C  5.1677  0.8797  -5.1696
Cl  4.1169  -0.4867  -4.7997
Cl  5.8429  1.5612  -3.6912
H  5.9833  0.5417  -5.8059
H  4.5883  1.6418  -5.6858
C  5.3906  5.6264  1.9839
Cl  6.0820  4.1614  1.2544
Cl  5.4836  5.5582  3.7440
H  5.9439  6.4932  1.6327
H  4.3453  5.7104  1.6878
C  -1.3180  -0.6421  1.3969
Cl  -1.1841  -1.7421  2.7749
Cl  -2.7589  -0.9988  0.4282
H  -1.3852  0.3787  1.7658
H  -0.4348  -0.7505  0.7716
C  9.3392  -1.2896  7.6833
Cl  7.9121  -2.2357  8.1302
Cl  9.4012  -0.9940  5.9433
H  9.3028  -0.3334  8.2018
H  10.2315  -1.8366  7.9794
C  -9.8311  5.2803  -3.8808
Cl  -8.6954  4.5654  -2.7291
Cl  -11.2466  5.9483  -3.0558
H  -9.3294  6.0764  -4.4215
H  -10.1597  4.5111  -4.5763
C  -3.9025  0.0056  -3.5081
Cl  -5.3196  0.6568  -4.3433
Cl  -4.3698  -0.9216  -2.0782
H  -3.3601  -0.6461  -4.1888
H  -3.2641  0.8311  -3.1989
C  3.2548  -9.5335  -1.9847
Cl  4.9470  -9.6820  -2.4687
Cl  2.3436  -10.9996  -2.3689
H  3.2089  -9.3599  -0.9121
H  2.8119  -8.6938  -2.5127
C  9.1029  -5.4976  9.2190
Cl  10.7914  -5.6539  8.7176
Cl  8.1568  -6.9113  8.7367
H  9.0640  -5.3997  10.3013
H  8.6780  -4.6128  8.7514
C  9.7649  2.9414  4.9122
Cl  8.3375  3.6427  4.1726
Cl  9.3046  1.9748  6.3138
H  10.2638  2.3006  4.1873
H  10.4370  3.7365  5.2271
C  6.7829  -2.8520  -6.3292
Cl  5.3488  -2.2335  -7.1616
Cl  6.3425  -3.7168  -4.8522
H  7.3100  -3.5296  -6.9967
H  7.4289  -2.0175  -6.0648
C  -10.5767  2.6189  3.6122
Cl  -11.4021  1.6663  2.3734
Cl  -9.4338  1.6270  4.5259
H  -10.0344  3.4284  3.1304
H  -11.3169  3.0262  4.2969
C  -8.9268  9.1560  -4.7202
Cl  -7.4926  8.1262  -4.6315
Cl  -10.3377  8.2468  -5.2768
H  -9.1345  9.5569  -3.7309
H  -8.7344  9.9693  -5.4158
C  6.7246  9.2486  -0.4592
Cl  5.6458  7.8925  -0.1133
Cl  7.4124  9.9170  1.0259
H  7.5336  8.9010  -1.0973
H  6.1609  10.0268  -0.9682
C  0.8293  -7.0633  -3.4270
Cl  -0.3221  -6.6891  -4.7209
Cl  1.9805  -5.7382  -3.1749
H  0.2778  -7.2322  -2.5042
H  1.3793  -7.9619  -3.6980
C  -6.5116  5.8094  1.7924
Cl  -7.9079  4.8308  2.2618
Cl  -6.4373  6.0255  0.0412
H  -6.5911  6.7854  2.2651
H  -5.6038  5.3105  2.1247
C  6.7438  -4.5841  4.5231
Cl  5.6129  -4.0900  3.2579
Cl  7.9168  -3.3073  4.8692
H  6.1846  -4.8040  5.4299
H  7.2763  -5.4731  4.1928
C  -7.2817  -3.4705  -3.3304
Cl  -8.6750  -4.4852  -2.9277
Cl  -7.1671  -3.1997  -5.0729
H  -7.3882  -2.5101  -2.8306
H  -6.3754  -3.9653  -2.9898
C  8.0130  -5.2600  -1.9070
Cl  8.7622  -6.7396  -1.2890
Cl  9.1948  -4.2410  -2.7400
H  7.2250  -5.5294  -2.6053
H  7.5914  -4.7030  -1.0733

Values from the calculation:
Molar mass (g mol⁻¹): 2165.340
Net charge: -1
E_HOMO (eV): -5.20
Lowest unoccupied orbital energy (eV): 1.41
Total energy (hartree): -22351.93653

These are the Löwdin partial charges, in e, on atoms 1 to 2: C -0.10; C -0.22

***

Q: Which of these has the lowest total energy?
A: C51H84AlBrCl38N